Entry from OMol25: 2 unconnected molecules or ions with the total composition CH2NO3S in a non-equilibrium geometry (ωB97M-V/def2-TZVPD).

Last column: Mulliken charge in e.
Atoms and positions in Å:
C  0.459  -0.128  -0.858  -0.331
N  -0.118  -0.660  1.191  0.297
O  -1.072  -1.408  1.336  -0.558
O  0.278  0.021  2.118  -0.551
O  -0.425  2.310  -1.226  -0.611
S  -0.749  0.855  -1.479  0.228
H  1.318  0.250  -0.294  0.264
H  0.309  -1.240  -0.787  0.262

The value obtained for the HOMO-LUMO gap is 0.25600 hartree. The HOMO energy comes out at -0.1182 Eh. Its energy above the lowest of the compared OMol25 structures with the same formula, charge and spin is 107.7 kcal per mole. Its charge is -1.

***

Entry from OMol25: 2 unconnected molecules or ions with the total composition CH2NOPS in a non-equilibrium geometry (ωB97M-V/def2-TZVPD).

Last column: Mulliken charge in e.
Atoms and positions in Å:
C  -0.329  -0.059  1.349  0.466
N  -0.031  -0.508  -1.378  -0.317
O  -1.251  -0.534  1.887  -0.337
P  0.770  1.009  0.639  -0.113
S  -0.210  -0.598  -2.920  -0.019
H  1.843  1.607  1.271  0.072
H  -0.792  -0.918  -0.847  0.249

The value obtained for the HOMO-LUMO gap (spin up / spin down) is 0.25326 / 0.25293 hartree. The HOMO energy (spin up / spin down) comes out at -0.3016 / -0.2993 Eh. Its energy above the lowest of the compared OMol25 structures with the same formula, charge and spin is 35.5 kcal per mole. As for the SMILES: O=C=P.N=S.

***

Entry from OMol25: a single CH2O molecule in a non-equilibrium geometry (ωB97M-V/def2-TZVPD).

Last column: Mulliken charge in e.
Atoms and positions in Å:
C  -0.537  0.022  -0.032  -0.062
H  -0.830  1.104  0.064  0.229
H  -1.326  -0.911  0.070  0.207
O  0.672  -0.041  0.008  -0.374

The value obtained for the HOMO-LUMO gap is 0.40275 hartree. The HOMO energy comes out at -0.3734 Eh. Its energy above the lowest of the compared OMol25 structures with the same formula, charge and spin is 10.2 kcal per mole. As for the SMILES: C=O.